{"formula": "C22H18N4O5S7Ti", "method": "the ωB97M-V functional and the def2-TZVPD basis", "symbols": ["Ti", "O", "C", "C", "C", "C", "C", "C", "C", "O", "N", "N", "C", "C", "C", "C", "C", "C", "N", "H", "H", "H", "H", "H", "H", "H", "H", "H", "H", "S", "C", "S", "C", "C", "S", "S", "S", "S", "C", "N", "C", "C", "C", "C", "H", "H", "H", "H", "H", "C", "S", "O", "O", "O", "H", "H", "H"], "coordinates": [[0.41130, 1.11060, 0.26783], [-2.73211, 0.49673, 3.45520], [-2.37893, -0.73056, 3.83538], [-3.16308, -1.32497, 4.82967], [-2.88258, -2.59510, 5.28392], [-1.80939, -3.31700, 4.76336], [-1.03352, -2.74324, 3.77808], [-1.29690, -1.45788, 3.29905], [-0.46243, -0.88679, 2.23610], [-0.51963, 0.36221, 1.99357], [0.37436, -1.68569, 1.56428], [1.10855, -0.88995, 0.75597], [2.13552, -1.38596, 0.17082], [2.98407, -0.42534, -0.50803], [4.17548, -0.75671, -1.14529], [4.96471, 0.25966, -1.65002], [4.54543, 1.57463, -1.50338], [3.33156, 1.82176, -0.88195], [2.56040, 0.84775, -0.40294], [-2.12169, 0.83214, 2.76816], [-3.99566, -0.75471, 5.21988], [-3.50502, -3.03293, 6.05503], [-1.58840, -4.31186, 5.12658], [-0.19505, -3.27884, 3.35331], [2.40014, -2.43301, 0.27979], [4.46913, -1.79536, -1.21946], [5.89978, 0.03591, -2.14758], [5.14147, 2.39907, -1.86730], [2.94881, 2.82561, -0.75894], [-1.02375, 8.07452, -0.64725], [-0.80309, 6.49027, -0.22756], [-1.97425, 5.25193, -0.47038], [-1.08287, 3.90945, 0.21761], [0.14877, 4.21481, 0.67579], [1.25070, 3.07790, 1.40436], [0.63842, 5.88677, 0.49947], [-1.79876, 2.32849, 0.25448], [-3.40585, -1.18375, 0.36878], [-2.54491, -1.70909, -0.95983], [-1.42982, -2.48487, -0.81882], [-0.70195, -2.98024, -1.85067], [-1.05870, -2.73423, -3.13263], [-2.18560, -1.89715, -3.35835], [-2.89296, -1.39964, -2.31359], [-1.09797, -2.61987, 0.12890], [0.16132, -3.57012, -1.57716], [-0.47908, -3.13976, -3.94839], [-2.46442, -1.63292, -4.37005], [-3.73020, -0.73432, -2.45917], [1.50363, 0.77711, -3.61963], [0.18564, 1.26279, -2.54032], [-0.94727, 1.48193, -3.38941], [0.67124, 2.40202, -1.72549], [0.04886, 0.12803, -1.58223], [1.65727, 1.57234, -4.34536], [1.18232, -0.13356, -4.12177], [2.40696, 0.60099, -3.04243]], "lumo_energy_ha": [0.057, 0.045], "spin_multiplicity": 2, "homo_ha": [-0.1471, -0.1481], "de_lowest_kj_mol": 99.7, "charge": -1, "s2": 0.76, "energy_ha": -5081.4377}